Entry 1:
Here is a 6-piece molecular cluster, C37H35Br2ClN6O14P overall from the Open Molecules 2025 dataset. Energies are from ωB97M-V/def2-TZVPD.

charge: -1
LUMO: 0.3 eV
F_max: 0.91 eV/Å

Each line ends with the Löwdin charge.
Element x y z (Å)
C (0.6335, -2.9688, -3.5064)  -0.081
C (0.4679, -2.1069, -4.7473)  -0.248
O (-0.8665, -1.6897, -4.9837)  -0.135
N (-1.3218, -0.8925, -3.8920)  -0.166
C (-0.9204, 0.4395, -4.1083)  -0.777
Br (-1.3371, 1.2594, -5.8054)  0.683
C (-0.2718, 1.1136, -3.1568)  -0.748
C (0.1203, 0.4842, -1.8409)  -0.122
Br (0.2607, 2.9156, -3.3705)  0.719
C (-2.7788, -1.0894, -3.8729)  -0.400
C (-3.0902, -2.6065, -3.5514)  -0.750
O (-3.9586, -3.0946, -4.2884)  -0.047
O (-2.4473, -3.1084, -2.6072)  -0.092
P (-3.5954, 0.0971, -2.7159)  0.611
O (-5.1622, -0.3083, -3.0176)  -0.354
Cl (-3.3724, -0.8229, -0.8886)  0.346
H (1.7013, -3.1995, -3.3912)  0.070
H (0.1129, -3.9191, -3.6334)  0.076
H (0.2914, -2.4712, -2.6012)  0.057
H (1.1504, -1.2445, -4.7446)  0.110
H (0.7268, -2.7013, -5.6293)  0.119
H (0.9878, -0.1637, -1.9997)  0.082
H (-0.6861, -0.1564, -1.4823)  0.044
H (0.3267, 1.2349, -1.0850)  0.045
H (-3.1903, -0.8777, -4.8697)  0.099
H (-5.5050, 0.2745, -3.7046)  0.044
C (-3.1093, -3.9140, 1.0600)  -0.045
C (-3.1546, -2.7730, 1.8575)  -0.079
C (-3.3688, -2.8805, 3.2212)  -0.006
C (-3.5412, -4.1381, 3.7713)  -0.159
C (-3.5104, -5.2855, 3.0017)  -0.009
C (-3.2895, -5.1674, 1.6388)  -0.064
N (-3.7535, -4.2577, 5.2208)  -0.357
O (-3.7970, -3.2336, 5.8773)  0.059
O (-3.8705, -5.3733, 5.6910)  0.063
H (-2.9283, -3.8206, -0.0070)  0.095
H (-3.0129, -1.7988, 1.4085)  0.036
H (-3.4015, -2.0003, 3.8454)  0.115
H (-3.6538, -6.2546, 3.4555)  0.117
H (-3.2577, -6.0570, 1.0246)  0.102
C (-2.0367, 7.4139, 1.3043)  -0.074
C (-2.1868, 6.9428, 0.0072)  -0.061
C (-1.9792, 5.6019, -0.2767)  0.009
C (-1.6248, 4.7550, 0.7555)  -0.138
C (-1.4653, 5.2034, 2.0519)  -0.030
C (-1.6725, 6.5460, 2.3256)  -0.078
N (-1.4151, 3.3259, 0.4656)  -0.334
O (-1.5451, 2.9687, -0.6833)  0.036
O (-1.1178, 2.6008, 1.3967)  0.076
H (-2.2009, 8.4615, 1.5198)  0.106
H (-2.4657, 7.6206, -0.7877)  0.108
H (-2.0892, 5.2220, -1.2821)  0.121
H (-1.1824, 4.5196, 2.8390)  0.117
H (-1.5493, 6.9144, 3.3352)  0.108
C (-4.8784, -7.7579, -3.6241)  -0.064
C (-4.9752, -6.6167, -2.8388)  -0.033
C (-5.3590, -6.7255, -1.5119)  0.006
C (-5.6292, -7.9804, -0.9962)  -0.156
C (-5.5417, -9.1287, -1.7628)  -0.020
C (-5.1655, -9.0090, -3.0902)  -0.079
N (-5.9931, -8.0990, 0.4228)  -0.353
O (-6.0859, -7.0735, 1.0662)  0.069
O (-6.1605, -9.2157, 0.8785)  0.061
H (-4.5696, -7.6689, -4.6575)  0.108
H (-4.7361, -5.6449, -3.2551)  0.107
H (-5.4310, -5.8458, -0.8890)  0.120
H (-5.7583, -10.0948, -1.3322)  0.112
H (-5.0875, -9.8950, -3.7066)  0.101
C (3.7847, 4.2390, 3.6734)  -0.061
C (4.7643, 4.8431, 2.8967)  -0.069
C (4.4126, 5.7811, 1.9393)  0.003
C (3.0760, 6.0996, 1.7815)  -0.142
C (2.0857, 5.5066, 2.5402)  0.002
C (2.4479, 4.5676, 3.4932)  -0.054
N (2.6933, 7.1102, 0.7813)  -0.349
O (3.5785, 7.6084, 0.1142)  0.074
O (1.5157, 7.3937, 0.6873)  0.074
H (4.0665, 3.5064, 4.4179)  0.109
H (5.8006, 4.5872, 3.0393)  0.085
H (5.1646, 6.2553, 1.3265)  0.118
H (1.0490, 5.7683, 2.3945)  0.090
H (1.6848, 4.0909, 4.0936)  0.109
C (11.3842, 2.9904, 2.0123)  -0.074
C (10.6499, 3.0430, 3.1898)  -0.067
C (9.2798, 2.8375, 3.1642)  -0.004
C (8.6707, 2.5790, 1.9503)  -0.145
C (9.3814, 2.5267, 0.7658)  0.000
C (10.7506, 2.7359, 0.8031)  -0.065
N (7.2172, 2.3432, 1.9167)  -0.343
O (6.6083, 2.4208, 2.9678)  0.053
O (6.7116, 2.0942, 0.8446)  0.097
H (12.4545, 3.1472, 2.0373)  0.106
H (11.1444, 3.2420, 4.1305)  0.107
H (8.6977, 2.8752, 4.0727)  0.119
H (8.8768, 2.3260, -0.1674)  0.121
H (11.3233, 2.6976, -0.1132)  0.108



Entry 2:
Here is C37H35CaN2O2PSSe2 as an isolated structure from the Open Molecules 2025 dataset. Energies are from ωB97M-V/def2-TZVPD.

LUMO: 0.2 eV
F_max: 0.48 eV/Å
energy above the lowest of the compared OMol25 structures with the same formula, charge and spin: 0.0 kJ/mol

Each line ends with the Löwdin charge.
Element x y z (Å)
Ca (0.2780, 0.3924, -0.2495)  1.033
C (-1.1416, -1.6592, 4.8878)  -0.059
C (-0.2460, -0.8265, 3.9645)  -0.378
C (-0.1244, 0.6016, 4.4957)  -0.052
C (-0.7891, -0.9216, 2.5527)  -0.217
C (-0.2691, -1.8264, 1.6327)  -0.080
C (-0.8912, -2.0538, 0.3992)  -0.115
C (-2.0332, -1.3459, 0.0403)  -0.329
C (-2.7542, -1.5242, -1.2649)  -0.062
C (-2.5104, -0.3822, 0.9373)  -0.057
C (-1.9181, -0.1878, 2.1696)  -0.033
H (-0.7313, -1.6886, 5.8982)  0.079
H (-1.2417, -2.6830, 4.5253)  0.083
H (-2.1417, -1.2224, 4.9393)  0.084
H (0.7487, -1.2845, 3.9589)  0.132
H (0.5872, 1.1886, 3.9212)  0.058
H (0.1957, 0.5905, 5.5382)  0.083
H (-1.0832, 1.1220, 4.4598)  0.074
H (0.6241, -2.3876, 1.8811)  0.113
H (-0.4590, -2.7672, -0.2923)  0.115
H (-2.6639, -0.6195, -1.8701)  0.065
H (-3.8160, -1.6992, -1.0850)  0.088
H (-2.3547, -2.3622, -1.8335)  0.074
H (-3.3626, 0.2199, 0.6462)  0.124
H (-2.3353, 0.5438, 2.8504)  0.107
Se (2.8736, -1.2071, -0.4260)  0.288
P (2.4465, -0.9191, -2.5222)  0.096
Se (0.3443, -0.8085, -2.9763)  0.292
C (3.2814, 0.6094, -3.0540)  -0.412
C (4.6707, 0.6211, -3.1708)  -0.092
C (5.3298, 1.7974, -3.4790)  -0.079
C (4.6090, 2.9733, -3.6586)  -0.084
C (3.2290, 2.9669, -3.5398)  -0.071
C (2.5629, 1.7836, -3.2445)  -0.111
C (3.2365, -2.2122, -3.5261)  -0.417
C (3.1529, -2.1025, -4.9140)  -0.099
C (3.7331, -3.0642, -5.7216)  -0.078
C (4.3969, -4.1433, -5.1477)  -0.086
C (4.4775, -4.2553, -3.7696)  -0.081
C (3.8979, -3.2890, -2.9558)  -0.110
H (5.2315, -0.2931, -3.0147)  0.110
H (6.4079, 1.8014, -3.5748)  0.103
H (5.1274, 3.8941, -3.8934)  0.102
H (2.6644, 3.8794, -3.6785)  0.108
H (1.4808, 1.7750, -3.1781)  0.058
H (2.6257, -1.2655, -5.3572)  0.106
H (3.6659, -2.9751, -6.7979)  0.104
H (4.8489, -4.8966, -5.7801)  0.102
H (4.9925, -5.0954, -3.3223)  0.103
H (3.9571, -3.3669, -1.8774)  0.052
O (-1.6205, 1.7280, -1.1866)  -0.423
S (-1.1696, 3.0255, -0.6609)  0.551
O (-0.6014, 3.9390, -1.6185)  -0.291
N (-0.2368, 2.6100, 0.5322)  -0.251
C (0.6405, 3.4606, 1.1749)  -0.269
C (0.5789, 4.8336, 1.2240)  -0.016
C (1.5196, 5.5846, 1.9548)  -0.071
C (2.5337, 4.9735, 2.6349)  -0.050
C (2.6582, 3.5648, 2.5761)  -0.158
C (3.7055, 2.8708, 3.2237)  -0.006
C (3.8039, 1.5167, 3.0944)  -0.041
C (2.8566, 0.8513, 2.2928)  -0.195
N (1.8625, 1.4487, 1.6859)  0.049
C (1.7343, 2.8034, 1.8321)  -0.165
C (-2.6081, 3.8013, 0.0251)  -0.276
C (-3.1972, 4.8637, -0.6406)  -0.051
C (-4.3384, 5.4465, -0.1041)  -0.070
C (-4.8700, 4.9691, 1.0838)  -0.080
C (-4.2641, 3.9098, 1.7485)  -0.071
C (-3.1266, 3.3219, 1.2211)  -0.060
H (-0.2177, 5.3427, 0.6967)  0.106
H (1.4262, 6.6624, 1.9747)  0.106
H (3.2545, 5.5451, 3.2049)  0.108
H (4.4240, 3.4312, 3.8102)  0.118
H (4.5945, 0.9555, 3.5715)  0.106
H (2.9337, -0.2210, 2.1528)  0.048
H (-2.7575, 5.2225, -1.5610)  0.114
H (-4.8096, 6.2759, -0.6147)  0.106
H (-5.7574, 5.4283, 1.4995)  0.104
H (-4.6761, 3.5483, 2.6817)  0.105
H (-2.6221, 2.5097, 1.7280)  0.089



- Among the records above, which one has the highest F_max?
  C37H35Br2ClN6O14P



- The highest LUMO belongs to which entry?
  C37H35Br2ClN6O14P



- Among the records above, which one has the highest F_max?
  C37H35Br2ClN6O14P